Molecular formula: C48H51FMnN3O3P2SSeSi
Method: DFT, ωB97M-V/def2-TZVPD

Element x y z (Å)
Se: -1.388 1.963 -0.248
Mn: -0.280 -0.247 -0.148
S: 4.888 0.461 5.945
P: 2.107 1.162 -1.332
P: 1.755 -1.709 -0.978
Si: -2.231 -2.479 -1.939
F: -1.341 -0.619 1.890
O: 6.047 1.264 5.591
O: 4.291 0.775 7.232
O: 5.075 -0.975 5.714
N: 2.838 -0.423 -1.348
N: -2.094 -1.589 -0.482
N: 0.734 1.223 1.703
C: -3.628 1.025 -2.380
C: -2.683 -0.893 1.731
C: 4.889 -4.300 -1.652
C: -4.884 -0.884 2.606
C: 3.048 1.372 2.452
C: -3.530 -0.620 2.770
C: 0.766 -2.733 1.346
C: 6.119 3.431 -1.719
C: 0.788 -3.236 2.639
C: -2.159 2.983 -1.678
C: 3.067 -2.052 1.565
C: 3.662 2.133 -1.549
C: -2.334 5.084 -2.840
C: 5.815 2.397 -2.598
C: -0.756 4.950 -0.903
C: 2.782 -3.131 -1.548
C: 2.179 -4.201 -2.198
C: 1.952 -3.157 3.384
C: -1.765 4.323 -1.826
C: 1.620 0.309 -4.026
C: -1.466 -4.215 -1.767
C: 3.964 3.181 -0.688
C: 2.307 0.544 4.995
C: 2.918 -5.317 -2.566
C: 0.801 2.466 -3.351
C: -3.900 5.405 -4.788
C: -3.929 -2.821 -2.712
C: 4.592 1.755 -2.518
C: -3.659 3.234 -3.539
C: -5.314 -1.404 1.393
C: 4.148 -3.191 -1.279
C: 0.403 1.683 -5.584
C: -4.430 -1.661 0.359
C: 3.629 0.856 4.718
C: 1.347 0.650 4.000
C: 4.276 -5.366 -2.297
C: 1.717 1.066 2.725
C: 0.270 2.668 -4.613
C: -3.045 -1.410 0.478
C: 1.483 1.287 -3.051
C: 5.189 3.831 -0.774
C: 4.004 1.266 3.451
C: 1.906 -2.140 0.798
C: 1.076 0.508 -5.288
C: 3.094 -2.570 2.847
C: -3.123 2.433 -2.537
C: -1.253 -1.476 -3.226
C: -3.282 4.558 -3.707
H: -3.138 -0.206 3.691
H: -0.100 -3.695 3.056
H: -4.575 1.025 -1.834
H: -1.011 -4.530 -2.710
H: -4.493 -3.534 -2.106
H: 1.996 -3.541 4.395
H: 4.352 0.954 -3.206
H: 2.430 -6.149 -3.057
H: -3.443 6.394 -4.818
H: -3.774 4.940 -5.768
H: 0.307 0.410 4.195
H: 2.057 0.243 6.005
H: 4.863 -6.227 -2.591
H: -3.789 0.559 -3.355
H: 3.964 -1.591 1.170
H: -6.367 -1.613 1.244
H: -2.035 6.122 -2.946
H: 5.046 1.503 3.273
H: 1.120 -4.166 -2.418
H: -0.530 -2.082 -3.777
H: 5.419 4.638 -0.091
H: 3.985 -2.501 3.460
H: -0.169 1.409 2.122
H: -3.793 -3.269 -3.700
H: -0.131 -2.834 0.739
H: -0.702 -4.256 -0.987
H: -4.972 5.528 -4.616
H: -4.797 -2.043 -0.582
H: -0.603 6.002 -1.142
H: -4.408 2.809 -4.202
H: -0.022 1.832 -6.568
H: 0.966 2.007 1.108
H: 4.650 -2.382 -0.767
H: -4.526 -1.914 -2.829
H: 3.243 3.490 0.061
H: -1.903 -0.992 -3.958
H: -2.933 0.411 -1.813
H: 1.172 -0.267 -6.038
H: 6.540 2.093 -3.342
H: 0.203 4.429 -0.966
H: 0.670 3.225 -2.587
H: 3.314 1.703 1.453
H: -5.582 -0.676 3.406
H: -2.232 -4.951 -1.515
H: 3.710 -0.439 -0.832
H: 2.146 -0.611 -3.797
H: 5.946 -4.330 -1.423
H: 7.083 3.921 -1.774
H: -1.087 4.856 0.132
H: -0.259 3.590 -4.823
H: -0.702 -0.678 -2.727

Calculated values
HOMO energy (spin up / spin down)   -5.162 / -5.378 eV
Orbital gap (spin up / spin down)   6.9565 / 7.0845 eV
Spin multiplicity   6
LUMO energy (spin up / spin down)   1.794 / 1.706 eV
Charge   -1

Here are the Mulliken charges for atoms 1 to 6, given in e: Se -0.1987; Mn 2.9174; S 1.2763; P 0.1877; P 0.1038; Si -0.0424


Molecular formula: B3H28NiO8
Method: DFT, ωB97M-V/def2-TZVPD

Element x y z (Å)
Ni: 0.459 1.378 -0.448
O: -3.172 -0.645 -1.932
O: -1.520 -2.160 2.948
O: -0.496 0.287 4.206
O: 2.009 1.175 0.863
O: 1.728 -2.126 -3.028
O: -0.542 -3.213 -1.133
O: -0.856 1.005 -1.957
O: 1.803 -1.370 2.486
B: 1.921 2.077 -2.072
B: -0.190 -0.695 0.248
B: -0.809 3.000 0.498
H: 0.931 -2.196 -2.503
H: -1.020 -2.046 2.140
H: 2.955 2.298 -2.289
H: -0.136 0.116 0.959
H: 2.789 1.658 1.137
H: -1.483 3.621 1.068
H: 1.369 2.336 -2.962
H: -1.213 -0.726 -0.092
H: -4.073 -0.611 -2.255
H: -0.737 2.022 0.946
H: 2.145 0.289 1.198
H: -1.850 -3.057 2.902
H: -0.508 -2.367 -0.685
H: -0.901 1.216 -2.890
H: -1.091 -3.759 -0.572
H: 1.544 2.718 -1.291
H: 0.211 3.350 0.507
H: -0.650 -0.348 3.506
H: -0.302 1.106 3.750
H: -1.649 0.496 -1.789
H: -3.236 -1.091 -1.088
H: 1.973 -2.291 2.290
H: 2.441 -2.195 -2.392
H: 1.661 1.073 -1.775
H: 0.512 -0.509 -0.550
H: -1.217 2.929 -0.498
H: 1.146 -1.105 1.843
H: 0.052 -1.641 0.706

Calculated values
HOMO energy (spin up / spin down)   -6.237 / -6.001 eV
Orbital gap (spin up / spin down)   8.4672 / 8.2265 eV
Spin multiplicity   3
LUMO energy (spin up / spin down)   2.230 / 2.226 eV
Charge   -1

Here are the Mulliken charges for atoms 1 to 6, given in e: Ni -0.3398; O -0.5873; O -0.6748; O -0.6449; O -0.4596; O -0.6348


Molecular formula: C5H17N2O
Method: DFT, ωB97M-V/def2-TZVPD

Element x y z (Å)
O: 0.409 -1.151 3.092
N: 1.970 -0.164 -2.799
N: -1.402 0.785 1.585
C: -1.631 -1.072 0.006
C: -0.968 0.221 0.166
C: 1.055 1.099 -0.811
C: 0.773 0.554 -2.276
C: 0.527 0.176 0.223
H: 1.865 -0.476 -3.708
H: -1.577 -1.556 -0.923
H: 1.007 0.285 1.207
H: -0.799 1.499 1.938
H: -2.397 0.889 1.661
H: 0.892 -0.832 0.206
H: 2.743 0.465 -2.750
H: 0.696 2.141 -0.846
H: 1.086 -1.503 3.744
H: -0.100 -0.174 -2.373
H: -0.341 -1.609 3.441
H: -2.697 -0.963 0.203
H: 0.527 1.297 -2.925
H: -1.151 -0.067 2.155
H: -1.314 -1.905 0.839
H: 2.148 1.096 -0.612
H: -1.321 0.964 -0.442

Calculated values
HOMO energy   -12.042 eV
Orbital gap   8.8612 eV
LUMO energy   -3.181 eV
Charge   +1

Here are the Mulliken charges for atoms 1 to 6, given in e: O -0.6044; N -0.6281; N -0.2526; C -1.3761; C -0.0579; C -0.8601